[1]
C45H117N9O21V as an isolated structure at a distorted geometry. Source: the Open Molecules 2025 dataset; level of theory: the ωB97M-V functional and the def2-TZVPD basis.

The geometry in XYZ format:
```
193
Properties=species:S:1:pos:R:3:forces:R:3
V 1.106892 -2.464141 -0.505384 0.9 -1.9 1.4
O -1.304959 -3.525984 -0.701953 -1.7 -0.5 -1.9
O -5.811200 1.035861 -7.550290 -1.9 0.0 1.4
O 2.573963 -3.962777 -1.339282 -1.6 1.7 2.3
O -1.468294 0.705334 0.280331 -0.1 -0.5 0.6
O -0.389062 -2.977359 3.078475 0.3 0.3 -2.0
O -3.653294 1.858077 -2.225198 -0.7 -0.5 -1.0
O 4.221154 -0.094503 5.234845 0.7 0.5 -1.9
O -0.008603 -0.852474 0.241993 -0.2 -3.5 -0.1
O 0.595971 1.111144 0.669905 1.0 0.8 0.9
O 0.179689 2.345697 7.438303 0.2 -0.7 -0.8
O -2.196204 4.523151 2.695333 0.4 -1.8 1.1
O 2.725368 -2.071202 1.115371 1.1 2.0 -2.0
O 0.803068 -3.625481 0.517311 0.5 1.6 -1.1
O 8.627010 4.090082 2.120833 -2.1 -2.1 1.1
O -5.539868 -2.512439 -1.387558 0.3 0.1 0.5
O -6.350035 -2.426024 1.299460 0.1 0.9 0.6
O 3.490961 -1.651265 -7.381420 -1.2 0.5 1.4
O 3.307286 -4.255740 -3.286907 0.1 0.7 -2.4
O -0.205117 -1.322434 -5.413150 0.1 -0.5 -0.4
O 1.304205 1.617173 -2.898873 -1.8 -1.3 0.0
O 4.225408 -5.283474 -1.646473 -0.2 0.7 0.0
N 2.549870 -0.464565 -4.402938 2.0 -1.5 0.6
N 2.281371 -0.738165 -1.418563 0.6 -0.5 1.3
N -0.303981 0.315340 0.467025 -0.8 2.3 -2.0
N 1.251473 3.013809 2.935554 0.3 -0.4 0.6
N 0.307382 -2.541707 -2.677223 -0.6 -1.8 1.1
N 6.176955 1.996545 4.117585 0.9 -0.3 -0.5
N -5.053939 -0.182646 -4.172362 0.5 -0.3 -0.4
N 3.260789 2.809547 5.412689 0.9 -0.4 0.2
N 3.408753 -4.474006 -2.103763 0.9 -2.1 0.4
C 2.836700 -2.316166 2.508087 -1.1 -0.2 0.5
C -5.753230 -1.215028 -3.404010 -0.6 1.8 -0.4
C 3.459521 -2.199938 -5.980051 2.2 0.3 -1.1
C -2.553450 -3.370963 0.000117 1.7 -0.4 0.6
C -5.966880 0.473560 -5.081786 -0.7 -0.8 -0.1
C 5.893457 0.676726 3.510493 -1.5 -0.1 1.0
C -5.781906 -2.518463 3.529045 0.3 0.0 1.7
C 3.621517 -0.589656 -0.803151 -0.2 -1.5 -0.8
C 2.492249 2.893342 6.632163 -1.0 0.6 -0.1
C 0.458881 1.162705 8.110619 -1.8 0.5 2.2
C 0.980890 2.432979 6.301565 1.0 2.8 0.3
C -5.223159 2.558490 -0.528623 0.1 0.1 -1.0
C -1.433124 -2.120421 3.605567 3.3 -1.7 1.1
C -3.445366 4.059882 -1.508070 -0.8 0.5 -0.9
C -0.718898 -1.584333 -2.964314 0.0 2.0 -0.9
C 3.931364 -0.723731 6.443533 0.5 -0.1 0.2
C 3.497301 -0.868198 0.707230 0.8 0.1 0.3
C 1.369890 1.560014 -4.341807 1.7 2.0 0.9
C -1.218605 3.423516 2.660983 0.8 1.0 1.0
C 4.155641 0.787713 -1.145418 0.2 0.3 1.3
C -5.344304 -2.971686 2.189616 -1.6 -1.0 -2.0
C -0.233424 -3.902189 -2.812166 -0.8 -1.5 -1.3
C -5.848963 -3.763179 -1.897332 -1.3 -0.4 0.0
C 5.497189 -0.401373 4.582006 -0.1 1.4 1.2
C -4.860787 -1.774141 -2.341475 0.7 1.0 -0.4
C 0.031423 2.156721 -2.433076 1.6 1.6 -0.1
C 0.574684 4.799880 1.478480 -0.6 0.4 0.4
C -3.496705 3.922082 2.716486 -0.2 -0.2 -1.5
C -7.198736 1.313963 -7.745190 -0.1 0.9 -1.7
C 2.721988 0.887061 -4.752868 -3.3 1.1 -0.2
C -4.431465 2.970263 -1.790177 -0.2 -0.3 1.9
C -1.244570 -1.585084 -4.422485 0.4 0.7 0.0
C -0.660191 -1.109950 -6.813074 -1.5 -0.2 1.9
C 3.149446 -2.640487 -8.345482 0.2 -0.7 1.0
C 6.619905 3.176459 3.288255 -0.4 -1.0 0.7
C 3.768559 -1.211848 -4.827581 -1.1 -1.1 0.3
C 2.818209 4.312678 7.236482 -0.6 -1.5 0.7
C -2.230105 -3.115936 4.422444 -1.9 1.3 1.7
C 9.668754 3.640657 1.336004 0.8 1.7 -1.0
C -5.394662 1.299337 -6.199850 2.3 -0.5 -1.3
C 8.032444 2.907526 2.778560 -0.4 2.2 0.9
C -1.468307 -4.271778 -1.938303 2.2 1.5 0.9
C -0.579915 -1.060779 4.472867 -2.8 0.4 -0.6
C 0.223797 4.013370 2.722035 -1.1 -0.2 -1.4
C -5.407762 -4.477321 1.855939 0.4 0.2 0.1
H -1.250945 2.789011 3.546678 -0.7 0.1 0.5
H -3.087132 -2.596001 4.850545 0.1 0.5 0.7
H -0.032510 -3.596358 3.719798 -0.4 0.2 0.4
H 4.052998 -1.752502 -3.924862 -0.1 -1.2 -0.3
H -3.703705 3.691815 1.671396 -0.4 0.0 -0.2
H 2.134187 -3.101351 2.787449 0.0 -0.1 -0.5
H 0.495653 3.256300 5.777368 0.3 0.0 -0.7
H -4.325810 4.529558 3.079308 0.6 0.6 0.2
H -4.080483 -2.309170 -2.882749 0.4 -0.6 0.3
H -5.084426 -4.645204 0.828629 0.4 0.3 -0.1
H 4.583106 -0.354739 7.235476 0.1 0.1 0.2
H 5.011922 0.803594 2.882088 0.0 -0.4 -0.7
H 4.688546 -0.631324 -4.896274 -0.4 0.7 -0.9
H 3.124625 0.062332 1.135408 -0.8 -0.2 0.4
H -4.923509 -4.312125 -2.071365 -0.2 -0.5 -0.1
H -4.030276 4.869618 -1.071827 0.7 0.4 0.2
H 4.025387 1.107573 -2.179253 -0.1 -0.5 0.0
H -6.444110 -4.808262 1.788349 0.0 0.0 0.8
H -6.549983 -4.220968 -1.199409 0.5 -0.4 0.2
H 5.377717 2.267505 4.672469 -0.1 0.2 0.1
H -0.261398 -0.621422 -2.737113 0.0 0.4 -0.3
H -5.417300 2.348744 -5.906028 -0.4 0.4 -0.5
H 2.768813 0.885890 -5.841865 0.6 1.0 -0.3
H -5.724818 3.389381 -0.032578 0.4 0.2 0.1
H -5.606531 -1.449219 3.647681 -0.1 0.1 -0.2
H -1.548602 -1.617884 -2.258217 -0.1 -0.5 -0.1
H 6.630269 3.974778 4.030325 0.2 0.2 -0.2
H 2.360166 5.145706 6.703201 0.3 0.0 -0.1
H -6.699245 1.118640 -4.596379 -0.3 0.0 0.6
H 0.220513 2.441897 -1.398174 -0.2 -0.3 0.1
H 1.328945 5.477422 1.878626 0.2 0.4 -0.9
H 8.049654 2.031789 2.129803 0.3 0.0 0.1
H 2.886934 2.218632 7.391835 0.2 -0.4 -0.3
H -0.083812 3.094329 -2.976871 -0.3 0.3 -0.1
H -5.180991 -2.987624 4.308077 0.1 -0.1 0.1
H -7.214928 1.886891 -8.672330 -0.1 0.4 0.0
H 1.944704 0.211425 -1.347700 -1.0 0.1 -0.2
H 9.354401 3.244201 0.370543 -0.2 -0.6 0.0
H -1.423736 2.739814 1.837225 0.2 0.3 -0.5
H -4.367918 -0.975021 -1.787783 0.0 0.3 -0.2
H -1.959648 -1.680942 2.758380 0.1 0.0 0.1
H -5.152765 3.330631 -2.523646 0.3 -0.5 -0.6
H -2.344540 -3.906185 -2.473705 -0.4 -0.4 0.2
H -1.619836 -3.483587 5.247377 0.1 0.1 0.1
H -1.124226 -0.116872 4.443288 -0.2 0.3 0.1
H 5.501678 -1.430728 4.223520 -0.2 0.0 -0.4
H 1.447693 2.624017 -4.565280 -0.2 0.2 -0.8
H 0.577503 -4.626329 -2.890495 0.1 0.1 1.1
H -6.031450 1.893423 -0.832691 0.2 -0.4 0.2
H 1.248600 2.314245 2.207068 -0.6 -0.3 -0.2
H 0.294624 0.201377 7.623831 0.6 0.1 -0.9
H 2.987552 -2.272174 -9.358514 0.1 0.6 0.3
H -6.643195 -0.803079 -2.928242 -0.3 0.3 0.5
H 2.102866 3.508449 2.710712 0.5 0.1 0.2
H -1.959412 -0.762321 -4.435099 -0.4 -0.1 -0.3
H 1.381548 1.265491 8.681761 0.2 -0.6 -0.1
H -0.331982 5.331887 1.190341 0.3 0.4 -0.4
H 3.940430 -3.389397 -8.385381 0.2 -0.2 -0.1
H -2.808149 -3.972794 4.076411 0.8 -0.1 -1.4
H 4.297358 -2.892205 -6.063150 -0.1 -0.5 0.6
H -4.348121 1.080994 -6.412380 0.4 -0.1 1.1
H -7.881231 0.509516 -8.019349 0.5 -0.9 0.6
H -2.598330 3.701122 -0.923321 -0.1 0.3 0.3
H -3.381576 -2.984114 -0.593729 0.2 0.3 -0.1
H 4.081938 -1.801478 6.381113 -0.2 -0.2 0.0
H 8.554085 2.858927 3.734399 0.7 -1.1 -0.3
H 4.499754 -0.940435 1.129114 0.2 -0.4 0.0
H -2.199535 -2.736717 0.812876 -0.8 0.2 0.1
H -4.332279 -2.603844 2.020506 0.1 0.2 -0.4
H 6.271264 -0.332706 5.346331 0.2 -0.1 0.2
H 3.906391 4.304466 7.298813 0.0 0.5 -0.8
H 3.555113 1.367591 -4.239939 0.0 0.0 -0.2
H -3.116209 1.618491 -1.466430 0.3 -0.2 0.2
H 2.724352 3.133818 4.620739 -0.2 -0.4 0.0
H -6.819085 -2.710517 3.803777 -0.1 -0.2 -0.5
H 2.591708 4.365974 8.301354 -0.8 0.1 0.0
H 3.577270 1.469456 -0.521872 0.1 0.5 -0.1
H 2.484075 -1.441414 3.054505 0.4 0.2 0.1
H 3.820544 -2.647032 2.840775 0.3 0.3 -0.4
H 2.569009 -2.758601 -5.691999 -0.4 0.1 -0.6
H 0.946977 4.166349 0.673419 0.0 0.1 0.0
H -1.743621 -2.536055 -4.608804 -0.2 0.1 -0.4
H 10.123858 4.596754 1.077429 0.9 -0.2 -0.2
H 0.091953 -1.174245 -7.599348 0.5 0.1 0.8
H 0.396269 -0.782995 4.075383 0.0 -0.8 0.0
H -4.478427 0.448110 -3.632876 -0.2 0.1 0.4
H -0.605495 -3.991881 -3.832758 -0.2 0.0 -0.3
H 6.707111 0.180120 2.981873 0.2 0.6 -0.2
H -4.766126 -5.095637 2.483697 -0.2 -0.2 0.2
H -6.451406 -3.619795 -2.794336 0.3 -0.4 -0.5
H 2.901529 -0.472128 6.696992 0.0 -0.2 0.0
H -1.186174 -0.155296 -6.804645 0.3 0.3 -0.3
H -3.608469 2.948539 3.193811 0.7 0.0 0.6
H 3.552083 1.848593 5.304002 -0.2 -0.2 -0.6
H 0.897307 -2.543043 -3.497033 1.2 0.5 0.3
H -0.933890 1.659702 -2.529236 0.4 -1.0 -0.3
H -0.398339 1.199019 8.782901 0.3 -0.6 1.0
H 2.420136 -0.894245 -2.406738 -0.1 0.2 -0.8
H 0.459841 1.184471 -4.809658 0.2 -0.6 0.1
H -1.446636 -1.831599 -7.034041 0.1 -0.3 -0.1
H 0.899222 1.540062 5.681768 0.5 -0.2 0.0
H 4.271541 -1.304505 -1.307700 0.0 -0.5 0.3
H 5.952295 3.522644 2.499240 -0.3 -0.4 -0.3
H 10.367683 2.983300 1.853193 0.1 -0.1 0.0
H 5.207541 0.872694 -0.872672 0.0 0.1 0.0
H -7.693519 1.924453 -6.989817 0.4 0.0 0.3
H -6.203800 -1.882014 -4.139009 0.5 -0.7 0.1
H 0.295255 4.770191 3.503193 -0.5 -0.4 0.6
H -0.615636 -1.324633 5.529845 0.5 -0.3 -0.1
H -6.525215 -0.381002 -5.464008 -0.3 0.2 -0.6
H 2.261905 -3.184094 -8.021659 -0.3 0.0 -0.1
H -1.429588 -5.337361 -1.712190 -0.5 -0.1 -0.2
H 1.715751 -0.810601 -4.855265 0.0 -0.2 -0.3
H -3.134323 4.318983 -2.520110 0.6 0.6 0.2
H -4.480422 2.079763 0.109548 -0.4 -0.1 0.5
H -6.117648 -2.410059 0.368141 0.6 -0.1 -0.1
H -2.831987 -4.338280 0.418242 -0.2 -0.1 0.0
```
Positions in Å, forces in eV/Å.

The spin multiplicity is 2. The largest force on an atom comes out at 3.9 eV/Å. As for the expectation value of S²: 0.7870. The gap between HOMO and LUMO (alpha / beta) is 8.099 / 8.533 eV. The calculation puts the total energy at -4800.9485 a.u. The highest occupied orbital energy (alpha / beta) comes out at -8.3 / -8.3 eV.

=====

[2]
One molecule with the formula C20H21F3N2O3. Source: the Open Molecules 2025 dataset; level of theory: the ωB97M-V functional and the def2-TZVPD basis.

The geometry in XYZ format:
```
49
Properties=species:S:1:pos:R:3:forces:R:3
F -0.456608 -2.835250 -2.570161 0.2 -0.1 0.0
F -1.026551 -0.871189 -1.909256 0.1 0.2 0.0
F -2.245943 -2.571758 -1.407361 -0.1 -0.1 0.2
O 0.470792 2.933430 1.262209 0.1 0.2 0.4
O 4.644778 -0.618704 -1.428520 0.2 -0.2 -0.3
O -2.998161 0.796121 0.664915 0.3 0.1 0.2
N -0.684632 2.245562 -0.552072 -0.4 0.1 -0.3
N 3.342949 -0.070016 0.335592 0.0 -0.2 0.1
C -0.760253 -2.770522 0.906036 0.1 0.0 -0.1
C -4.045179 -0.012995 0.396973 -0.7 -0.2 -0.5
C 1.917998 -1.972412 0.867994 -0.1 0.0 0.0
C 2.428710 0.910894 0.874777 -0.4 0.4 0.0
C -4.100150 1.669295 -1.057568 0.5 0.2 0.4
C -3.037669 1.823008 -0.217894 -0.3 0.5 -0.7
C -0.975192 -2.170528 -1.526203 -0.1 0.1 -0.3
C 3.319140 -1.423902 0.853731 0.3 -0.2 -0.1
C 0.403342 2.276523 0.245207 0.3 -0.4 -0.5
C 1.324404 -2.416320 2.043045 0.0 0.0 -0.1
C 3.993725 0.208031 -0.821170 0.2 0.3 0.0
C 1.548841 1.415185 -0.273648 -0.1 0.2 0.4
C 3.881007 1.662324 -1.234177 0.0 0.0 -0.2
C -0.170808 -2.327735 -0.269378 0.0 0.0 0.0
C 0.003845 -2.831729 2.057597 -0.1 0.0 0.0
C 2.433489 2.182990 -1.266853 -0.1 0.0 0.0
C -1.952048 2.843681 -0.172357 0.0 -0.2 0.2
C -4.236783 -1.224246 1.239401 0.1 0.2 0.0
C 1.166376 -1.958734 -0.300331 -0.1 -0.2 0.2
C -4.758025 0.481779 -0.654407 0.3 -0.3 0.5
H 2.431411 3.244642 -1.012464 0.0 0.0 0.0
H -4.384224 2.322625 -1.856941 0.0 0.2 -0.2
H -4.209033 -2.121827 0.623236 0.0 -0.1 0.0
H -1.797928 -3.062591 0.915407 -0.1 0.0 0.0
H 1.901297 -2.434432 2.956123 0.1 0.0 0.1
H -1.812848 3.235787 0.839841 -0.1 0.0 -0.2
H 2.965049 1.753087 1.323695 -0.1 -0.1 0.1
H 1.817814 0.447716 1.650508 0.1 0.1 0.0
H -3.448322 -1.270025 1.986249 0.0 -0.1 0.1
H -0.440597 -3.183296 2.975790 0.0 0.0 0.1
H -5.636558 0.052993 -1.090386 -0.2 -0.2 0.0
H 3.962979 -2.011863 0.190644 -0.1 0.1 0.2
H 3.740818 -1.437211 1.864367 0.0 -0.1 -0.1
H -0.702844 1.634472 -1.354144 0.1 -0.1 0.1
H 1.624843 -1.656413 -1.231115 0.0 0.1 -0.1
H 1.119331 0.541054 -0.771363 0.1 0.1 0.1
H -2.203533 3.665527 -0.850016 -0.1 -0.1 0.2
H 2.025297 2.081766 -2.273065 0.0 0.1 0.0
H 4.356117 1.777945 -2.207965 0.0 -0.1 0.1
H -5.201341 -1.190027 1.743725 0.0 0.0 0.1
H 4.460878 2.237273 -0.508261 0.0 0.0 0.0
```
Positions in Å, forces in eV/Å.

The largest force on an atom comes out at 0.9 eV/Å. For the energy above the lowest of the compared OMol25 structures with the same formula, charge and spin, the calculation gives 13.7 kJ/mol. Its SMILES is Cc1ccc(CNC(=O)[C@H]2CCC(=O)N(Cc3cccc(C(F)(F)F)c3)C2)o1. The gap between HOMO and LUMO is 9.058 eV. The calculation puts the total energy at -1409.6175 a.u. The highest occupied orbital energy comes out at -8.4 eV.